{
  "formula": "C36H69BrClF3N6O9P3S2",
  "method": "ωB97M-V/def2-TZVPD",
  "homo_lumo_gap_ev": 5.7,
  "multiplicity": 1,
  "total_charge": 1,
  "e_lumo_ev": -4.18,
  "species": ["C", "C", "S", "C", "N", "Cl", "C", "N", "C", "P", "O", "O", "O", "C", "C", "Br", "C", "C", "C", "P", "O", "C", "C", "C", "C", "C", "N", "C", "C", "C", "C", "C", "O", "P", "S", "N", "C", "C", "C", "F", "C", "F", "F", "H", "H", "H", "H", "H", "H", "H", "H", "H", "H", "H", "H", "H", "H", "H", "H", "H", "H", "H", "H", "H", "H", "H", "H", "H", "H", "H", "H", "H", "H", "H", "H", "H", "H", "H", "H", "H", "H", "H", "C", "O", "C", "C", "N", "C", "C", "O", "C", "H", "H", "H", "H", "H", "H", "H", "H", "H", "H", "H", "H", "H", "H", "H", "C", "O", "C", "C", "N", "C", "C", "O", "C", "H", "H", "H", "H", "H", "H", "H", "H", "H", "H", "H", "H", "H", "H", "H"],
  "positions_angstrom": [[3.009, 5.242, 4.247], [2.162, 3.969, 4.801], [2.791, 2.498, 3.864], [1.394, 1.260, 3.605], [0.871, 1.381, 2.186], [1.185, 2.915, 1.423], [0.186, 0.457, 1.519], [-0.298, 0.535, 0.180], [0.608, 0.813, -0.902], [-0.018, 2.233, -2.037], [1.130, 2.470, -3.044], [-0.294, 3.683, -1.201], [-1.394, 1.796, -2.922], [-1.650, -0.037, -0.055], [-1.509, -1.250, -1.057], [-3.143, -2.075, -1.906], [-0.364, -2.365, -0.740], [0.121, -2.916, -2.202], [-2.503, -0.128, 1.343], [-4.111, -1.074, 1.112], [-5.189, -1.089, 2.177], [-2.984, 1.390, 1.727], [-4.084, 1.725, 2.709], [-4.567, 3.169, 3.055], [-3.711, 4.115, 2.220], [-2.609, 3.698, 1.305], [-2.250, 2.391, 1.063], [-1.629, -0.824, 2.549], [-1.662, 0.052, 3.949], [-2.846, -0.276, 4.962], [-3.101, 1.022, 5.918], [-1.955, 1.030, 7.032], [-2.049, -0.038, 7.996], [-2.256, -2.496, 3.178], [-1.933, -4.092, 2.160], [-0.195, -0.763, 2.206], [0.742, -1.827, 2.380], [1.129, -2.324, 3.882], [2.652, -2.845, 3.778], [3.726, -1.934, 3.954], [2.867, -4.243, 3.546], [3.455, -4.732, 2.357], [2.471, -5.124, 4.581], [4.061, 4.875, 3.958], [2.543, 5.654, 3.294], [3.140, 6.035, 5.059], [1.038, 4.135, 4.742], [2.503, 3.852, 5.895], [1.900, 0.250, 3.701], [0.635, 1.503, 4.410], [1.649, 1.127, -0.517], [0.859, -0.032, -1.648], [0.464, 4.260, -1.482], [-1.922, 2.599, -3.156], [-2.280, 0.694, -0.698], [-1.114, -0.793, -2.052], [0.564, -1.880, -0.308], [-0.753, -3.282, -0.214], [-0.551, -3.742, -2.598], [1.138, -3.418, -1.986], [0.341, -2.078, -2.939], [-4.714, -0.510, -0.084], [-3.850, -2.469, 0.808], [-4.635, 0.933, 3.304], [-5.389, 3.423, 3.782], [-3.945, 5.228, 2.316], [-2.015, 4.512, 0.759], [-0.733, -0.349, 4.513], [-1.410, 1.150, 3.805], [-3.848, -0.565, 4.526], [-2.531, -1.110, 5.690], [-4.087, 0.825, 6.474], [-3.139, 1.992, 5.311], [-0.922, 0.939, 6.523], [-1.976, 2.020, 7.617], [-2.851, -0.583, 7.866], [-1.567, -2.689, 4.445], [-3.642, -2.514, 3.570], [1.765, -1.469, 1.964], [0.579, -2.810, 1.797], [1.158, -1.484, 4.648], [0.538, -3.244, 4.213], [-3.843, -3.694, -4.944], [-3.227, -4.830, -4.357], [-4.076, -5.981, -4.349], [-3.496, -7.069, -5.250], [-3.593, -6.688, -6.659], [-2.853, -7.576, -7.558], [-1.322, -7.581, -7.432], [-0.712, -6.353, -7.816], [-0.598, -5.400, -6.771], [-3.165, -2.846, -4.832], [-4.020, -3.855, -6.011], [-4.784, -3.456, -4.438], [-5.106, -5.737, -4.631], [-4.096, -6.353, -3.319], [-4.044, -8.002, -5.089], [-2.451, -7.225, -4.956], [-3.233, -5.747, -6.772], [-3.104, -7.270, -8.578], [-3.227, -8.599, -7.438], [-0.944, -8.330, -8.135], [-0.980, -7.900, -6.442], [-0.465, -5.867, -5.792], [-1.467, -4.740, -6.764], [0.278, -4.780, -6.977], [6.368, 6.407, 0.594], [6.365, 5.035, 0.230], [5.120, 4.392, 0.499], [4.456, 3.964, -0.809], [3.985, 5.125, -1.563], [3.547, 4.801, -2.925], [4.623, 4.317, -3.908], [5.587, 5.311, -4.238], [6.699, 5.369, -3.358], [7.375, 6.797, 0.437], [5.676, 6.978, -0.031], [6.108, 6.531, 1.650], [4.452, 5.019, 1.099], [5.347, 3.495, 1.086], [3.606, 3.310, -0.586], [5.191, 3.392, -1.387], [4.734, 5.807, -1.621], [3.104, 5.714, -3.337], [2.744, 4.058, -2.876], [4.115, 4.077, -4.847], [5.106, 3.389, -3.583], [6.950, 4.392, -2.936], [6.513, 6.091, -2.560], [7.559, 5.728, -3.927]],
  "forces_ev_per_angstrom": [[0.2012, -0.8165, -0.2437], [0.6779, 1.3056, 0.8705], [-0.6901, -0.7773, 0.3945], [1.6193, 0.6634, 1.0042], [-0.4763, 0.2725, -0.9901], [-0.6396, -1.0266, -0.0126], [-1.3320, -1.7077, -1.1102], [0.9741, -0.5580, 3.1150], [0.5462, 1.3187, -1.3648], [2.8945, 1.9006, -3.9512], [-2.7176, -0.7225, 2.8373], [0.4341, -2.0096, -1.1554], [1.1910, 1.2168, 2.4036], [-2.0629, -0.1197, -0.8273], [2.2522, -0.5835, -1.1850], [0.9540, 0.4694, 0.8425], [-0.7026, -0.0923, -2.6988], [1.2146, -0.6645, 1.3745], [0.3410, 0.6511, 0.4588], [-2.9411, -0.8667, -0.6422], [1.8185, 0.5551, -0.1797], [-0.7240, 2.0801, 0.8403], [-0.3011, 1.6354, 0.3328], [5.1548, -1.9156, -4.5694], [-1.0674, -0.8403, 1.0792], [-1.4184, -0.5176, 1.2407], [-2.4696, 0.3922, 1.9173], [-0.4486, 2.6374, 1.7020], [0.6194, -1.6311, 0.9874], [-0.4371, 1.5468, 1.2463], [0.3484, -1.4093, 0.5025], [0.0473, 0.9699, -0.3418], [-0.3981, 0.1465, -0.8462], [0.5360, -1.6993, 1.0042], [0.2412, -0.4735, -0.7836], [-0.6572, 1.1543, -0.7150], [3.3724, -1.8657, 0.0439], [2.2988, -0.1123, 0.8067], [-0.8022, -1.9353, 0.7911], [-2.0562, -1.1911, -1.9458], [0.1715, 1.8156, 0.1151], [-0.5069, 0.3719, 3.9880], [0.2054, 1.3057, -3.9101], [-1.4917, 0.5668, 0.5087], [0.5280, -0.3589, 1.3468], [-0.4318, -1.0883, -1.2372], [1.4915, -0.3490, -0.0239], [-0.8835, -0.0918, -1.6610], [-0.9285, 1.2757, -0.0006], [0.5980, -0.6366, -1.3800], [-1.7933, -0.1222, -0.6189], [-0.7926, 0.9761, 1.3157], [-0.7193, -0.5818, 0.0884], [0.5229, -0.7282, 0.2230], [1.2753, -0.6779, 1.2288], [-0.7198, -0.3485, 1.9803], [-1.3944, -0.5840, -0.0455], [0.5089, 1.3783, 0.0274], [0.6525, 1.4077, 0.2804], [-1.5071, 0.6626, -0.5235], [-0.5821, -1.0560, 0.7636], [0.9606, -0.1943, 0.6574], [0.5235, 1.1965, -0.0020], [0.9797, 0.7550, -1.3192], [1.1631, -0.3393, -1.0733], [0.5687, -1.6553, -0.2820], [-0.9786, -1.4381, 0.8725], [-1.4091, 0.5493, -1.0424], [-0.9481, -1.2080, -0.1308], [1.3129, 0.3342, 0.0979], [-0.4429, 1.1456, -1.2937], [1.2565, 0.6461, -0.8651], [0.0423, -1.4064, 0.9763], [-1.4419, 0.1967, 0.7372], [0.0420, -1.3876, -0.9174], [0.5161, 0.6264, -0.0194], [-0.5360, 0.8614, -0.7912], [0.8444, 0.9625, -0.3131], [-1.6466, -0.2828, 0.4779], [-0.3511, 1.7382, 0.7347], [-0.6222, -1.0698, -0.8207], [0.6144, 1.4562, -0.3987], [0.2944, -0.1158, 0.0540], [-0.3473, 0.2234, -0.1355], [0.4066, -0.4878, 0.1570], [-0.1205, 0.5266, -0.1769], [0.0613, -0.1792, 0.2058], [0.0624, 0.3429, -0.0880], [-0.1315, -0.2318, -0.4845], [-0.0565, -0.1970, 0.4906], [0.1356, 0.1225, -0.4242], [0.0119, -0.1166, 0.0042], [-0.1964, 0.0778, -0.0109], [-0.0721, 0.0214, -0.1030], [0.1355, 0.0813, -0.1405], [-0.0233, -0.0078, -0.0388], [0.0176, 0.0172, -0.0394], [-0.0143, -0.0952, 0.2487], [-0.0613, -0.1124, 0.0143], [0.0999, -0.0800, 0.0293], [0.0438, 0.0404, 0.0876], [-0.0185, 0.0673, 0.0144], [-0.0349, 0.1793, 0.0955], [-0.1133, -0.0334, -0.0037], [-0.0414, 0.0594, 0.2544], [-0.0225, -0.0912, -0.0359], [0.2007, -0.1336, -0.1266], [-0.3981, 0.2493, 0.2034], [0.2362, -0.5181, -0.3373], [0.2479, 0.5957, 0.0722], [-0.1110, -0.2330, 0.1327], [0.1110, 0.1992, -0.0644], [-0.4035, 0.2201, -0.3028], [0.0127, -0.4424, 0.3023], [0.0066, 0.3077, -0.3274], [-0.0620, -0.1229, -0.0087], [-0.0775, 0.1125, 0.1190], [-0.0479, 0.0749, -0.0213], [0.0448, 0.1290, -0.1356], [-0.0473, -0.0012, 0.0109], [-0.0383, -0.0286, -0.0465], [0.0159, -0.2219, 0.1553], [-0.0777, -0.0894, 0.0658], [0.0693, -0.0656, -0.0768], [0.1858, -0.0322, -0.0210], [0.0126, 0.0322, 0.0633], [0.1160, 0.0774, 0.1386], [-0.0876, 0.0121, 0.0564], [0.1238, -0.0887, 0.2068], [-0.0927, -0.0469, -0.0156]],
  "mulliken_charge": [-0.975, -0.281, -0.118, 0.404, 0.360, 0.133, -2.163, 1.439, -0.311, 0.761, -0.784, -0.446, -0.476, -1.280, -1.105, -0.023, 0.407, -1.317, 3.112, 0.111, -0.754, -1.236, -0.328, -0.888, -0.627, -0.159, 0.179, -0.066, -0.942, -1.091, -0.847, -0.111, -0.555, -0.154, -0.288, 1.304, -1.174, -0.038, -0.121, -0.285, 0.222, -0.200, -0.182, 0.287, 0.215, 0.367, 0.308, 0.363, -0.277, -0.080, 0.561, 0.113, 0.342, 0.340, 0.699, 0.463, -0.030, 0.127, 0.313, 0.414, 0.300, 0.198, 0.274, 0.507, 0.453, 0.318, 0.286, 0.560, 0.379, 0.263, 0.826, 0.315, 0.263, -0.029, 0.325, 0.353, 0.105, 0.323, 0.483, 0.174, 0.202, 0.436, -0.949, -0.097, -0.919, -0.221, -0.334, -0.671, -0.481, -0.431, -0.545, 0.238, 0.383, 0.351, 0.415, 0.371, 0.389, 0.182, 0.093, 0.370, 0.396, 0.348, 0.340, 0.270, 0.153, 0.330, -0.686, -0.386, -0.669, 0.458, -0.319, -0.068, -0.711, -0.443, -0.554, 0.249, 0.311, 0.306, 0.264, 0.345, -0.286, 0.283, 0.125, 0.367, -0.039, 0.391, 0.374, 0.272, 0.192, 0.295]
}